{"formula": "C47H73AsN4O2SbTi", "method": "ωB97M-V/def2-TZVPD", "s2": 0.76, "relative_energy_kcal_mol": 0.0, "multiplicity": 2, "orbital_gap_ev": [8.14, 8.37], "e_homo_ev": [-12.53, -12.74], "total_charge": 2, "symbols": ["Ti", "C", "C", "C", "C", "C", "C", "C", "C", "C", "C", "C", "C", "C", "C", "C", "C", "C", "H", "H", "H", "H", "H", "H", "H", "H", "H", "H", "H", "H", "H", "H", "H", "H", "H", "H", "H", "H", "H", "H", "H", "H", "H", "H", "H", "H", "H", "N", "C", "C", "C", "C", "N", "C", "N", "N", "C", "O", "O", "H", "H", "H", "H", "H", "H", "H", "H", "H", "H", "H", "H", "H", "H", "C", "C", "Sb", "C", "C", "C", "C", "H", "H", "H", "H", "H", "H", "H", "H", "H", "H", "H", "H", "H", "H", "H", "C", "C", "C", "C", "C", "C", "As", "C", "C", "C", "C", "C", "C", "C", "C", "C", "C", "C", "C", "H", "H", "H", "H", "H", "H", "H", "H", "H", "H", "H", "H", "H", "H", "H"], "positions_angstrom": [[0.8085, -0.7662, 0.6622], [1.0992, -2.9059, 1.5063], [0.8573, -2.0522, 2.6253], [1.9493, -1.1179, 2.6802], [2.8131, -1.4545, 1.5842], [2.3305, -2.5935, 0.9047], [3.1267, -3.4624, -0.0510], [3.5733, -2.6900, -1.2882], [2.3079, -4.6824, -0.4747], [4.3700, -3.9411, 0.7188], [2.3819, -0.1084, 3.7547], [3.7921, 0.4076, 3.4359], [1.4479, 1.1198, 3.8696], [2.4995, -0.8036, 5.1205], [-0.3153, -2.3771, 3.5595], [-1.4384, -3.0966, 2.7930], [-0.9363, -1.1567, 4.2411], [0.1824, -3.3851, 4.6148], [0.4671, -3.7280, 1.2121], [3.7673, -0.9919, 1.3911], [2.7187, -2.4292, -1.9132], [4.2473, -3.2995, -1.8936], [4.1057, -1.7741, -1.0183], [1.3784, -4.3985, -0.9783], [2.0596, -5.3064, 0.3859], [2.8917, -5.2915, -1.1665], [5.0289, -3.1090, 0.9732], [4.9356, -4.6456, 0.1065], [4.0842, -4.4457, 1.6435], [3.8467, 0.8683, 2.4494], [4.5324, -0.3927, 3.4853], [4.0688, 1.1638, 4.1723], [1.9311, 2.0040, 3.4537], [1.2222, 1.3478, 4.9132], [0.5022, 0.9787, 3.3468], [3.0679, -1.7319, 5.0424], [1.5315, -1.0226, 5.5605], [3.0256, -0.1410, 5.8103], [-1.7842, -2.5364, 1.9251], [-2.2893, -3.2256, 3.4634], [-1.1350, -4.0951, 2.4764], [-1.3479, -0.4668, 3.4986], [-0.2329, -0.6118, 4.8644], [-1.7573, -1.4830, 4.8814], [0.5798, -4.2753, 4.1235], [-0.6568, -3.6948, 5.2407], [0.9572, -2.9881, 5.2617], [-1.6521, 2.1270, 1.0962], [-2.6430, 1.2641, 0.4641], [-4.1010, 1.5102, 0.8491], [-4.6573, 2.8356, 0.3375], [-6.1303, 3.0242, 0.7532], [-7.0919, 2.9163, -0.3509], [-7.3262, 3.8690, -1.2416], [-6.6192, 4.9976, -1.2181], [-8.2609, 3.6978, -2.1795], [-2.2966, -0.2119, 0.6902], [-3.1464, -1.0634, 0.7518], [-1.0041, -0.4828, 0.7743], [-1.6176, 1.9645, 2.0982], [-1.8772, 3.1049, 0.9601], [-2.5418, 1.3973, -0.6219], [-4.1945, 1.4607, 1.9394], [-4.7003, 0.6903, 0.4483], [-4.5786, 2.8550, -0.7546], [-4.0663, 3.6753, 0.7144], [-6.3003, 3.9733, 1.2654], [-6.4185, 2.2518, 1.4635], [-7.6150, 2.0604, -0.4372], [-5.8988, 5.1416, -0.5327], [-6.8497, 5.7683, -1.8216], [-8.8863, 2.9106, -2.1511], [-8.4661, 4.4202, -2.8483], [1.7610, 4.2370, -1.7699], [1.1713, 2.8639, -1.4668], [1.7639, 2.0362, 0.4181], [3.8503, 2.5394, 0.3165], [4.6588, 1.6215, -0.5939], [1.0919, 3.6832, 1.6372], [2.1973, 4.5836, 2.1757], [1.3186, 4.6583, -2.6747], [2.8375, 4.1825, -1.9354], [1.5856, 4.9486, -0.9603], [1.4457, 2.1469, -2.2426], [0.0805, 2.8973, -1.4273], [4.2435, 2.5389, 1.3322], [3.8988, 3.5709, -0.0324], [4.5688, 0.5715, -0.3013], [5.7183, 1.8793, -0.5623], [4.3339, 1.7081, -1.6337], [0.4952, 3.2695, 2.4460], [0.4155, 4.2416, 0.9871], [2.9038, 4.0358, 2.8022], [1.7717, 5.3796, 2.7890], [2.7673, 5.0567, 1.3760], [3.0844, 0.2132, -5.6326], [1.7940, -0.2362, -5.8875], [0.9622, -0.5951, -4.8385], [1.4249, -0.5140, -3.5265], [2.7138, -0.0570, -3.2767], [3.5445, 0.3072, -4.3273], [0.2841, -0.9726, -2.0392], [-0.1290, -2.8525, -2.2742], [-0.8671, -3.4834, -1.2717], [-1.1399, -4.8407, -1.3589], [-0.6639, -5.5762, -2.4364], [0.0880, -4.9544, -3.4223], [0.3598, -3.5950, -3.3425], [-1.3857, -0.1204, -2.6100], [-1.3435, 1.0972, -3.2858], [-2.5163, 1.7384, -3.6592], [-3.7464, 1.1634, -3.3674], [-3.7955, -0.0625, -2.7202], [-2.6214, -0.7053, -2.3479], [3.7306, 0.4914, -6.4548], [1.4360, -0.3064, -6.9062], [-0.0472, -0.9333, -5.0425], [3.0733, 0.0092, -2.2570], [4.5492, 0.6578, -4.1276], [-1.2205, -2.9298, -0.4078], [-1.7167, -5.3233, -0.5805], [-0.8706, -6.6364, -2.5021], [0.4733, -5.5293, -4.2542], [0.9660, -3.1264, -4.1079], [-0.3953, 1.5346, -3.5607], [-2.4655, 2.6730, -4.2035], [-4.6607, 1.6510, -3.6845], [-4.7465, -0.5404, -2.5195], [-2.6874, -1.6663, -1.8620]], "forces_ev_per_a": [[0.11, 0.28, 0.29], [0.10, -0.10, 0.09], [-0.01, -0.06, 0.02], [0.04, -0.18, 0.01], [0.15, -0.17, 0.06], [0.19, 0.07, 0.11], [-0.04, -0.04, -0.06], [0.04, 0.00, -0.01], [-0.06, 0.01, -0.08], [-0.04, 0.00, -0.01], [-0.03, 0.05, -0.03], [0.02, -0.02, 0.02], [0.01, -0.03, 0.03], [-0.01, -0.04, -0.01], [-0.03, -0.01, 0.00], [-0.02, 0.03, -0.03], [0.00, 0.02, -0.03], [-0.01, 0.00, -0.05], [0.02, 0.04, -0.01], [-0.01, 0.04, -0.03], [0.01, 0.00, -0.02], [-0.01, 0.01, 0.01], [0.00, 0.00, -0.01], [0.32, -0.07, 0.14], [0.00, -0.01, 0.00], [0.01, -0.01, 0.00], [-0.01, 0.00, 0.00], [-0.01, 0.01, 0.00], [0.01, 0.00, -0.01], [-0.01, 0.00, 0.02], [0.00, 0.01, 0.00], [0.00, -0.01, 0.00], [0.01, -0.02, 0.00], [0.01, -0.01, 0.00], [-0.03, -0.01, 0.01], [-0.01, 0.01, 0.00], [0.01, -0.05, 0.01], [0.00, -0.01, 0.00], [0.01, -0.04, 0.07], [0.00, -0.01, -0.01], [0.00, -0.01, 0.00], [0.00, -0.01, 0.01], [-0.03, 0.01, -0.02], [0.01, 0.00, -0.01], [0.00, 0.01, 0.01], [0.01, 0.01, 0.00], [0.06, 0.07, 0.03], [0.03, -0.02, 0.03], [0.08, -0.03, -0.06], [-0.02, -0.03, 0.00], [-0.02, -0.01, -0.01], [0.02, 0.01, 0.00], [0.02, -0.05, 0.01], [0.00, 0.00, -0.01], [-0.02, 0.01, 0.01], [0.00, 0.01, 0.01], [-0.08, -0.01, 0.10], [0.03, 0.01, -0.07], [-0.47, 0.35, -0.11], [-0.03, 0.03, 0.00], [0.02, 0.00, -0.03], [-0.02, 0.02, 0.02], [0.00, 0.01, -0.01], [0.01, 0.00, 0.00], [0.01, 0.03, 0.01], [-0.01, -0.02, 0.03], [-0.01, 0.02, -0.04], [0.01, 0.01, 0.03], [0.00, -0.01, 0.00], [0.01, -0.01, -0.01], [0.00, 0.00, 0.00], [0.00, 0.00, 0.00], [0.01, 0.00, -0.01], [0.01, -0.01, 0.01], [0.01, -0.01, -0.04], [0.03, -0.02, -0.11], [0.00, -0.02, -0.01], [-0.01, 0.01, -0.01], [-0.04, -0.02, -0.05], [0.01, -0.01, 0.01], [0.00, -0.01, 0.00], [-0.01, 0.00, 0.00], [0.00, 0.00, 0.00], [-0.02, 0.00, -0.01], [-0.03, -0.01, -0.01], [0.01, -0.01, -0.01], [0.00, -0.01, 0.00], [0.00, 0.01, 0.00], [-0.01, -0.01, 0.00], [0.01, 0.01, 0.04], [-0.03, 0.01, 0.00], [0.01, 0.01, 0.00], [-0.01, 0.01, 0.00], [0.00, 0.00, -0.01], [-0.01, -0.01, 0.00], [0.01, 0.00, 0.00], [0.01, 0.00, -0.01], [0.00, -0.02, 0.01], [-0.01, 0.05, 0.00], [-0.02, -0.01, 0.00], [-0.02, -0.01, -0.01], [-0.05, -0.12, -0.15], [-0.01, 0.01, 0.02], [-0.11, 0.03, -0.10], [-0.06, 0.03, -0.05], [-0.02, -0.01, 0.01], [0.01, -0.01, 0.01], [-0.02, 0.03, -0.04], [0.00, -0.06, -0.03], [-0.04, 0.01, 0.05], [0.00, 0.01, 0.01], [-0.01, 0.00, -0.01], [-0.01, -0.02, 0.01], [0.07, 0.02, -0.03], [-0.01, 0.00, 0.01], [0.00, 0.00, 0.00], [0.00, -0.01, 0.00], [0.00, 0.00, -0.01], [0.00, 0.00, 0.00], [-0.06, 0.05, -0.03], [0.00, -0.01, 0.00], [0.00, 0.01, 0.00], [0.00, 0.00, 0.00], [-0.02, -0.01, 0.01], [0.08, 0.07, 0.04], [0.01, 0.00, 0.01], [0.01, -0.01, 0.01], [0.01, 0.00, 0.00], [0.02, -0.09, 0.06]], "lowdin_charge": [0.699, -0.065, -0.162, -0.181, -0.108, -0.239, -0.532, -0.030, -0.029, -0.023, -0.499, -0.052, -0.050, -0.034, -0.505, -0.042, -0.024, -0.018, 0.113, 0.109, 0.043, 0.104, 0.076, 0.046, 0.100, 0.102, 0.087, 0.095, 0.098, 0.041, 0.103, 0.102, 0.042, 0.100, 0.052, 0.102, 0.060, 0.097, 0.054, 0.099, 0.086, 0.075, 0.059, 0.098, 0.096, 0.097, 0.066, 0.076, -0.293, -0.152, -0.173, -0.142, 0.096, -0.429, 0.231, 0.213, -0.538, 0.107, -0.222, 0.088, 0.077, 0.132, 0.135, 0.121, 0.111, 0.109, 0.127, 0.132, 0.165, 0.117, 0.139, 0.134, 0.134, -0.162, -0.429, 1.474, -0.413, -0.167, -0.427, -0.168, 0.076, 0.066, 0.061, 0.020, 0.036, 0.041, 0.046, 0.045, 0.084, 0.051, 0.021, 0.042, 0.064, 0.080, 0.064, -0.056, -0.056, -0.114, -0.403, -0.142, -0.058, 1.358, -0.378, -0.148, -0.066, -0.061, -0.058, -0.091, -0.342, -0.117, -0.071, -0.093, -0.072, -0.101, 0.114, 0.114, 0.116, 0.062, 0.112, 0.083, 0.116, 0.115, 0.115, 0.099, 0.092, 0.110, 0.101, 0.114, 0.098]}